Entry from the Open Molecules 2025 dataset: a molecular structure, C23H16ClF9IN2O2PRu at a distorted geometry (ωB97M-V with the def2-TZVPD basis set).

Structure (XYZ):
```
56
Properties=species:S:1:pos:R:3:nbo_charge:R:1
Ru -1.847 -1.199 0.999 1.130
C 2.664 1.076 1.500 -0.657
C 2.562 -0.263 0.834 0.202
N 3.666 -0.993 0.852 -0.371
C 3.705 -2.211 0.348 0.062
C 2.596 -2.837 -0.197 -0.069
C 2.718 -4.293 -0.602 -0.095
O 2.177 -4.614 -1.873 -0.735
C 1.406 -2.092 -0.255 -0.064
C 0.240 -2.794 -0.803 0.197
N -0.872 -2.977 -0.197 -0.449
C -1.655 -4.099 -0.566 0.145
C -1.012 -5.317 -0.813 -0.217
C -1.733 -6.469 -1.070 -0.172
C -3.119 -6.436 -1.100 -0.166
C -3.777 -5.237 -0.875 -0.214
C -3.042 -4.102 -0.599 -0.188
I -4.057 -2.276 -0.250 0.544
C 1.405 -0.787 0.224 0.258
O 0.228 -0.068 0.012 -0.501
H 3.546 1.060 2.135 0.255
H 1.785 1.300 2.103 0.234
H 2.792 1.859 0.754 0.247
H 4.663 -2.717 0.392 0.211
H 2.180 -4.899 0.134 0.193
H 3.769 -4.578 -0.543 0.206
H 2.851 -4.523 -2.554 0.495
H 0.447 -3.358 -1.710 0.250
H 0.068 -5.356 -0.784 0.238
H -1.208 -7.397 -1.247 0.243
H -3.692 -7.331 -1.294 0.245
H -4.857 -5.183 -0.909 0.243
F 1.678 8.583 0.705 -0.317
C 0.797 8.127 -0.198 0.972
F -0.368 8.764 0.013 -0.316
F 1.237 8.504 -1.415 -0.319
C 0.632 6.632 -0.130 -0.129
C -0.241 6.015 -1.017 -0.164
C -0.372 4.642 -1.013 -0.185
C 0.362 3.870 -0.106 -0.046
C 1.216 4.506 0.802 -0.195
C 1.353 5.881 0.787 -0.171
C 0.272 2.449 -0.100 -0.021
C 0.280 1.254 -0.023 0.258
H -0.812 6.614 -1.715 0.237
H -1.044 4.153 -1.703 0.230
H 1.767 3.923 1.527 0.219
H 2.017 6.370 1.484 0.241
Cl -0.818 -1.679 2.926 -0.205
F -1.913 1.155 1.889 -0.582
P -3.275 1.589 1.036 2.614
F -3.883 2.311 2.279 -0.544
F -2.520 0.685 -0.237 -0.588
F -4.538 1.748 0.113 -0.551
F -2.570 2.882 0.483 -0.550
F -3.854 0.135 1.567 -0.592
```

HOMO energy (alpha / beta)	-11.27 / -11.30	eV
maximum force	2.35	eV/Å
relative energy (zero: lowest compared OMol25 entry of this formula, charge and spin)	73.92	kJ/mol
frontier orbital gap (alpha / beta)	4.451 / 5.212	eV
total charge	+1
spin multiplicity	2
LUMO level (alpha / beta)	-6.8 / -6.1	eV

***

Entry from the Open Molecules 2025 dataset: a molecular structure, C2H3N4O at a distorted geometry (ωB97M-V with the def2-TZVPD basis set).

Structure (XYZ):
```
10
Properties=species:S:1:pos:R:3:nbo_charge:R:1
C 1.106 0.097 0.400 0.606
C -2.005 0.227 -0.044 -0.218
N 1.525 -1.073 0.681 -0.394
N 1.809 0.897 -0.353 -0.393
N 2.609 -1.100 0.023 -0.153
N 2.812 0.093 -0.585 -0.159
O -1.163 0.642 0.866 -0.670
H -2.334 -0.881 0.059 0.092
H -1.393 0.300 -1.004 0.150
H -2.968 0.799 -0.042 0.137
```

HOMO energy (alpha / beta)	-4.91 / -4.91	eV
maximum force	5.04	eV/Å
relative energy (zero: lowest compared OMol25 entry of this formula, charge and spin)	480.35	kJ/mol
frontier orbital gap (alpha / beta)	7.867 / 7.880	eV
total charge	-1
LUMO level (alpha / beta)	3.0 / 3.0	eV

***

- The lowest total charge belongs to which entry?
  C2H3N4O

***

- Which value of maximum force does entry 1 give?
  2.35 eV/Å

***

- Which formula does entry 1 have?
  C23H16ClF9IN2O2PRu

***

- Look up the relative energy (zero: lowest compared OMol25 entry of this formula, charge and spin) of the first one.
  73.92 kJ/mol